# 1
75
Properties=species:S:1:pos:R:3:forces:R:3 method="wB97M-V/def2-TZVPD" homo_energy_ev="-10.64 / -10.64" total_charge=+1 homo_lumo_gap_ev="6.2354 / 6.2254"
Ce -20.085061 -3.149302 6.355068 1.34 3.31 -0.97
C -19.534193 -0.320889 8.330239 -0.67 -0.21 -1.03
Si -21.422058 -0.559795 8.241502 0.38 3.09 2.29
C -21.928600 1.261688 7.693904 0.82 -1.71 1.63
C -21.944173 -0.884691 10.115790 0.57 -0.28 -1.64
N -21.859053 -1.798477 7.191883 0.97 -1.06 -1.33
C -23.172000 -2.155447 7.020024 -0.59 -0.04 -0.18
C -24.318815 -1.654194 7.722501 0.98 -0.70 -0.81
C -25.455838 -2.444771 7.675764 -1.48 0.65 0.79
C -25.589924 -3.633232 6.964050 1.09 0.24 -0.79
C -24.547817 -3.963432 6.060978 -1.66 0.47 0.63
C -23.452143 -3.166624 6.092144 1.06 -0.69 -0.19
F -22.356222 -3.605977 5.216279 -0.48 0.84 1.14
H -19.154355 -0.010730 7.328434 -0.03 -0.15 0.85
H -19.064049 -1.252580 8.627983 0.51 -0.03 0.11
H -19.312150 0.458828 9.067272 -0.10 -0.19 -0.11
H -21.698279 1.419919 6.674036 0.35 0.17 -1.16
H -21.261855 1.877573 8.319385 -0.30 0.01 -0.27
H -22.937371 1.553114 7.865756 -0.87 0.21 0.20
H -21.224475 -1.550864 10.619717 0.08 0.69 -0.02
H -22.866156 -1.434101 10.175960 -0.72 0.01 0.02
H -22.056775 0.097553 10.573551 0.15 -0.20 0.36
H -24.297494 -0.698647 8.272088 0.11 -0.76 -0.20
H -26.340104 -2.055620 8.218825 0.61 -0.47 -0.23
H -26.475277 -4.248449 7.036095 -0.05 0.16 -0.13
H -24.691228 -4.702226 5.296839 0.21 -0.48 -0.04
N -18.113099 -2.014056 6.167300 -1.34 -0.71 -0.40
C -17.398018 -1.214588 5.460394 -1.17 -0.53 -0.06
C -17.831052 -1.040879 3.978887 1.12 -0.16 1.03
C -18.349861 -2.142792 3.274415 -0.74 -0.37 -0.04
C -18.803104 -2.054020 1.942575 0.80 0.13 1.35
C -18.539984 -0.877109 1.229127 0.70 -0.21 0.53
C -17.971352 0.198652 1.932253 1.09 0.20 0.64
C -17.611081 0.162938 3.317289 -1.98 -1.95 -2.13
C -16.234408 -0.489009 6.071815 1.80 -0.31 -1.54
C -15.194006 0.050205 5.230543 -1.54 -0.58 2.71
C -14.072331 0.566082 5.858686 0.66 0.05 -0.87
C -13.918029 0.670164 7.252464 -0.10 -1.12 -0.23
C -14.824846 -0.081809 8.029176 0.41 1.73 -0.93
C -15.922696 -0.640699 7.425185 -2.38 -0.98 0.11
H -18.385717 -3.156171 3.734525 0.02 0.80 -0.07
H -19.229255 -2.977643 1.561895 0.13 0.37 -0.53
H -18.572184 -0.905275 0.133686 -0.41 0.43 0.52
H -17.572516 1.066978 1.415258 -0.59 0.00 -0.29
H -17.259806 1.000933 3.841982 0.54 1.04 0.31
H -15.328400 0.005001 4.180043 0.36 0.05 -0.73
H -13.264317 0.755567 5.152586 0.08 0.74 0.51
H -13.047462 1.190967 7.698034 -0.69 -0.51 -0.37
H -14.770243 -0.058956 9.086894 0.28 -0.27 0.84
H -16.693361 -1.230593 7.991602 0.99 0.75 -0.27
C -20.274516 -6.494248 0.435990 0.21 0.10 -0.48
C -19.951760 -7.691819 1.065100 0.17 -0.50 -1.61
C -19.940721 -7.763149 2.424524 0.10 1.66 1.64
C -20.087159 -6.566832 3.227456 0.08 -0.83 -1.74
C -20.394450 -5.356727 2.567425 -0.80 -0.32 0.54
C -20.601193 -5.357744 1.201282 0.50 -0.22 -1.36
C -19.853237 -6.649417 4.656203 0.25 1.26 1.17
C -19.722057 -5.557446 5.470864 0.23 -1.31 0.65
C -19.617326 -5.453523 6.922551 -0.75 -2.13 0.01
C -20.929405 -5.258643 7.517233 -0.27 -1.03 0.90
C -21.021391 -4.544712 8.708490 0.76 0.88 1.15
C -19.834745 -4.088819 9.342660 0.15 1.42 0.36
C -18.537202 -4.340681 8.827692 -0.58 0.48 -0.42
C -18.427290 -5.055106 7.635656 -2.15 -0.27 -0.62
H -20.183612 -6.486184 -0.671068 -0.51 0.33 0.90
H -19.677332 -8.583661 0.437656 -0.44 0.98 0.80
H -19.730664 -8.715558 2.870458 0.10 -0.20 0.51
H -20.619973 -4.430245 3.131168 0.29 -0.72 -0.22
H -20.944942 -4.472928 0.649094 0.24 -0.24 0.48
H -19.744851 -7.692383 5.023321 0.00 0.84 0.12
H -21.852100 -5.717544 7.064045 1.18 0.84 0.09
H -21.915737 -4.111926 9.199263 0.12 -1.02 -0.72
H -19.953749 -3.394055 10.236361 0.28 -1.12 -1.27
H -17.656921 -3.807351 9.217934 -0.46 -0.66 0.17
H -17.537632 -5.308513 7.113391 0.95 0.31 -0.06


# 2
101
Properties=species:S:1:pos:R:3:forces:R:3 method="wB97M-V/def2-TZVPD" homo_energy_ev="-9.19 / -9.17" total_charge=+1 homo_lumo_gap_ev="6.5474 / 6.3641"
Re -1.045519 -0.085155 2.371842 0.55 0.86 0.22
Cl -2.854970 1.135353 1.448070 -0.70 0.31 -0.59
C -3.123373 2.534170 2.473589 -0.03 0.16 0.22
C -4.050710 3.478829 2.075369 -0.02 -0.12 -0.16
C -4.355944 4.509257 2.947387 -0.03 0.01 -0.01
C -3.752526 4.563557 4.193664 0.02 0.07 0.09
C -2.804705 3.618673 4.550177 0.00 -0.05 -0.13
Cl -2.078928 3.708111 6.114579 0.04 0.06 0.02
C -2.441979 2.586810 3.676984 0.03 0.03 0.01
S -1.192695 1.407583 4.116175 -0.18 -0.81 -0.54
H -4.531785 3.398604 1.108050 -0.01 -0.02 0.07
H -5.082128 5.259388 2.663544 0.02 -0.02 0.02
H -4.015236 5.338683 4.900926 0.04 0.00 -0.02
Se -2.104836 -2.258138 1.565440 0.06 0.43 0.37
P -0.798570 -3.151498 3.075993 0.18 -0.31 0.36
Se 0.417228 -1.498535 3.825268 0.11 -0.38 0.11
C 0.230153 -4.521646 2.502402 -0.03 0.05 -0.17
C -0.064347 -5.200820 1.325248 0.06 -0.01 0.07
C 0.732284 -6.270084 0.934073 -0.05 0.02 0.00
C 1.817433 -6.648404 1.711110 0.02 -0.02 -0.01
C 2.124807 -5.952125 2.874812 -0.03 0.03 0.04
C 1.334108 -4.884769 3.272967 -0.04 -0.07 -0.08
C -1.904116 -3.846337 4.329681 -0.08 0.10 -0.08
C -2.800361 -4.834618 3.913833 0.08 0.01 0.11
C -3.774539 -5.288648 4.785461 0.05 0.00 -0.06
C -3.858752 -4.755257 6.067733 -0.03 -0.01 0.02
C -2.970695 -3.774665 6.478106 0.04 0.01 -0.01
C -1.990494 -3.310215 5.607193 -0.01 -0.10 0.06
H -0.904652 -4.886302 0.717177 0.02 -0.02 -0.02
H 0.504303 -6.809058 0.023087 0.00 0.02 0.02
H 2.430036 -7.489160 1.407636 -0.01 0.05 0.01
H 2.979913 -6.241961 3.473035 -0.03 0.00 -0.02
H 1.573280 -4.328869 4.171984 0.02 -0.04 0.01
H -2.740184 -5.228965 2.905265 -0.04 -0.04 0.03
H -4.477067 -6.046682 4.463262 0.03 0.01 0.02
H -4.627727 -5.104992 6.745751 0.03 0.01 -0.02
H -3.045009 -3.358376 7.474625 0.02 -0.01 -0.02
H -1.302571 -2.534820 5.918202 -0.02 0.03 -0.01
C 4.369541 -1.409502 0.529724 -0.06 0.01 0.03
C 3.388216 -2.266044 -0.282795 0.00 -0.01 0.17
C 3.688283 -3.758546 -0.086935 -0.05 0.02 0.05
C 3.443268 -1.892802 -1.764321 -0.02 0.01 -0.04
C 2.022431 -1.998270 0.215881 -0.16 -0.06 -0.03
N 0.955656 -1.803653 0.602645 0.54 -0.10 -0.38
H 5.389698 -1.615979 0.202062 -0.03 0.01 -0.01
H 4.292932 -1.639497 1.593747 0.03 0.01 -0.02
H 4.167076 -0.345278 0.388524 0.02 -0.04 0.00
H 4.697548 -3.971945 -0.443008 -0.02 0.01 0.00
H 2.981798 -4.375355 -0.644232 0.02 0.01 0.01
H 3.622773 -4.033998 0.966940 0.00 0.00 -0.03
H 4.447999 -2.077034 -2.150692 -0.03 0.00 0.03
H 3.198012 -0.840964 -1.908768 0.02 0.02 -0.02
H 2.731859 -2.487330 -2.338124 0.01 0.00 -0.03
C 2.038323 1.736684 2.089804 0.01 0.13 -0.04
C 1.019662 1.655327 1.001771 0.04 -0.24 0.31
O 1.197444 2.502990 -0.047911 -0.20 0.01 -0.13
N -0.008605 0.921444 0.942222 -0.44 -0.07 0.18
Te -0.519355 2.181591 -1.063337 0.21 0.18 -0.32
C -0.386015 3.908356 -2.358734 -0.01 0.23 0.09
C 0.437408 5.041356 -2.288174 0.04 -0.16 0.10
C 1.553132 5.253672 -1.292268 -0.09 0.05 -0.15
C 0.239957 6.066461 -3.213460 0.02 0.03 0.00
C -0.752395 6.024443 -4.175260 -0.04 0.06 -0.09
C -0.938369 7.143397 -5.166790 0.00 -0.11 0.09
C -1.597923 4.920218 -4.187797 0.00 0.02 -0.01
C -1.445758 3.870839 -3.295713 0.03 -0.16 0.00
C -2.423991 2.713725 -3.409803 0.28 0.11 0.00
C 0.230456 0.789035 -2.458574 -0.08 -0.16 -0.01
C 1.370817 1.018946 -3.243542 -0.06 0.10 0.08
C 2.226085 2.257249 -3.160944 -0.07 -0.11 0.02
C 1.722635 0.035218 -4.163632 0.03 0.04 -0.08
C 0.990874 -1.130895 -4.326089 0.00 -0.07 -0.06
C 1.410902 -2.182371 -5.318015 -0.06 0.07 0.03
C -0.144465 -1.316768 -3.544456 -0.02 -0.07 -0.03
C -0.542615 -0.377463 -2.607843 0.00 0.11 0.13
C -1.780147 -0.620556 -1.781628 0.15 0.07 -0.04
H 2.957188 2.201615 1.738887 -0.01 -0.02 -0.01
H 2.229018 0.736007 2.475941 -0.01 -0.01 -0.02
H 1.628688 2.335336 2.906853 0.03 0.00 -0.02
H 1.577774 4.505775 -0.516698 0.03 -0.07 0.11
H 1.441068 6.231426 -0.821513 0.00 0.00 -0.03
H 2.519540 5.251513 -1.802606 -0.02 -0.02 0.01
H 0.894401 6.932891 -3.166837 -0.04 -0.06 0.01
H -0.145057 7.884295 -5.079562 -0.03 -0.01 -0.01
H -1.895113 7.643565 -5.005224 0.02 0.01 -0.01
H -0.939924 6.756479 -6.186989 0.01 0.02 0.02
H -2.403999 4.876565 -4.914128 0.03 -0.01 0.03
H -3.268331 2.999572 -4.032741 -0.01 0.01 -0.01
H -2.831387 2.416579 -2.439205 -0.09 -0.03 -0.03
H -1.952365 1.839824 -3.868796 -0.04 0.00 0.05
H 2.434237 2.534619 -2.128761 0.01 0.04 0.00
H 1.724215 3.097063 -3.641631 0.03 0.02 0.00
H 3.173010 2.095647 -3.674100 -0.01 -0.04 0.03
H 2.603198 0.196989 -4.778071 -0.02 -0.02 0.06
H 2.381611 -1.952270 -5.755185 -0.02 -0.01 0.01
H 0.681624 -2.258939 -6.127420 0.03 0.00 0.02
H 1.466955 -3.162125 -4.839768 0.02 0.02 -0.02
H -0.736627 -2.218785 -3.670407 0.05 0.04 0.05
H -2.112632 -1.653167 -1.866431 0.03 -0.01 -0.02
H -2.606466 0.022292 -2.099403 0.02 -0.01 0.03
H -1.564901 -0.438385 -0.726383 -0.06 -0.03 0.04


# 3
14
Properties=species:S:1:pos:R:3:forces:R:3 method="wB97M-V/def2-TZVPD" homo_energy_ev="-14.69 / -14.36" total_charge=+1 spin_multiplicity=3 homo_lumo_gap_ev="9.6882 / 8.0275"
O 0.441122 2.083059 0.101362 1.56 -0.50 -0.10
C -0.616551 1.440797 -0.528906 -1.12 -0.61 -0.22
C -1.135488 0.269290 0.300112 -0.65 -0.22 0.07
O -0.062750 -0.606649 0.729481 -1.10 0.83 -1.27
C 0.712584 -1.334787 -0.299258 -3.13 -1.09 2.82
Ni 1.704140 0.873205 0.632657 -1.65 0.59 0.44
H -0.335270 1.077581 -1.539259 0.08 0.32 0.27
H -1.478977 2.116936 -0.682168 0.46 -0.02 0.07
H -1.873611 -0.331512 -0.246679 0.01 0.27 0.10
H -1.578644 0.625558 1.237823 0.08 -0.11 -0.26
H 0.437821 -2.388298 -0.157693 0.25 0.09 -0.20
H 0.371883 -1.127368 -1.319288 1.54 1.11 -0.06
O 1.905378 -1.100867 0.410315 1.33 -2.89 1.74
H 1.508364 -1.596945 1.361498 2.33 2.23 -3.40


Taking the records one at a time from the top gives energy above the lowest of the compared OMol25 structures with the same formula, charge and spin values of 119.4, 92.6, 112.2 kJ/mol.